{
  "formula": "C4H4N2O2",
  "method": "ωB97M-V with the def2-TZVPD basis set",
  "elements": ["C", "C", "C", "C", "H", "H", "H", "H", "N", "N", "O", "O"],
  "positions_angstrom": [[-0.63169, 1.20893, -0.33073], [0.79213, 0.74355, -0.02380], [2.22455, 0.67078, 0.27921], [0.71596, -0.55509, -0.11019], [-2.49766, -1.14985, 0.87766], [-1.21879, 2.18930, -0.03720], [3.15727, 0.90677, -0.38902], [2.54025, 0.93022, 1.21353], [-1.38426, 0.06431, -0.26648], [-0.55114, -1.10009, -0.21238], [-2.85207, -0.03305, 0.33750], [1.97220, -0.97132, 0.01252]],
  "mulliken_charge": [-0.48, 0.17, -0.20, 0.62, 0.46, 0.28, 0.20, 0.23, 0.47, -0.86, -0.45, -0.44],
  "orbital_gap_ev": 8.90,
  "lumo_ha": -0.00766,
  "mol_weight_g_mol": 112.088,
  "e_homo_ev": -9.106,
  "spin_multiplicity": 1,
  "total_charge": 0
}